Entry from the Open Molecules 2025 dataset: a cluster of 2 separate species, CH7NO in total at a distorted geometry (ωB97M-V with the def2-TZVPD basis set).

multiplicity = 1
E = -4687.036 eV
energy above the lowest of the compared OMol25 structures with the same formula, charge and spin = 0.891 eV
SMILES = CN.O
frontier orbital gap = 10.737 eV
HOMO level = -9.732 eV

The geometry in XYZ format:
```
10
Properties=species:S:1:pos:R:3:forces:R:3
H -1.99085 -0.02340 -6.91132 1.4 -1.2 -1.1
H 1.07134 0.56708 1.41183 -1.4 -1.3 0.5
O -2.68125 0.43552 -6.49532 0.7 2.8 3.9
H 0.71173 0.75949 3.77286 0.9 -0.9 0.6
C 1.13880 -0.16669 3.32731 -3.3 -0.4 -0.8
H 0.77049 -1.11874 3.80079 0.1 1.2 0.0
N 0.42300 -0.07870 1.96075 2.7 -1.1 -0.5
H -2.13994 0.92486 -5.71338 -2.1 -1.7 -2.8
H 0.49821 -1.05245 1.51109 0.0 2.1 0.6
H 2.19848 -0.24699 3.33541 1.0 0.4 -0.3
```
Forces are in eV/Å.

Mulliken atomic charge list, values in e, 5 entries:
1. H 0.310
2. H 0.231
3. O -0.645
4. H 0.244
5. C -0.622